This record from the OMol25 dataset describes a cluster of 10 separate species, C13H33N7O26S3 in total in a non-equilibrium geometry. The level of theory is the ωB97M-V functional and the def2-TZVPD basis.

As for the structure (SMILES): C[N+](=O)[O-].C[N+](=O)[O-].C[N+](=O)[O-].C[N+](=O)[O-].C[N+](=O)[O-].C[N+](=O)[O-].C[N+](=O)[O-].O=S1(=O)OCCO1.O=S1(=O)OCCO1.O=S1(=O)OCCO1. Its frontier orbital gap is 10.934 eV. The spin multiplicity is 1.

CARTESIAN COORDINATES (ANGSTROEM)
C  1.334380  31.332790  27.391040
N  2.202450  30.868970  28.503160
O  1.965490  29.717380  28.804200
O  2.909950  31.613950  29.121970
H  1.708150  31.083240  26.398000
H  1.160010  32.401040  27.519620
H  0.399890  30.787200  27.522030
C  2.499310  25.194410  17.423370
N  3.463090  24.555740  16.477900
O  3.027240  24.143450  15.424090
O  4.651750  24.480550  16.860530
H  1.569970  25.368190  16.880950
H  2.745540  26.154470  17.876990
H  2.469300  24.388870  18.157050
C  -6.815520  26.542690  26.195130
N  -6.617400  27.642620  27.293440
O  -5.629720  28.361840  27.233930
O  -7.446250  27.745510  28.140480
H  -7.868900  26.330030  26.012740
H  -6.209090  25.657550  26.387150
H  -6.449680  27.071090  25.314750
C  5.626980  19.448280  22.282300
N  4.889500  18.966610  23.502780
O  3.907220  18.294880  23.369750
O  5.410580  19.351480  24.549630
H  6.273620  18.632010  21.960330
H  6.290770  20.299940  22.431160
H  4.820980  19.518030  21.551830
C  -4.394520  17.930240  27.336560
N  -4.926170  16.936600  28.309790
O  -4.179360  16.607830  29.232520
O  -5.891220  16.357670  27.834050
H  -3.539400  18.389370  27.832610
H  -5.208930  18.647320  27.233360
H  -4.085560  17.426540  26.420630
C  6.446360  29.887380  22.959090
N  6.677030  28.388910  22.913030
O  7.558020  27.841060  23.647790
O  5.845450  27.738690  22.306420
H  6.940230  30.290280  23.843330
H  5.382340  30.067520  22.805760
H  6.958450  30.206450  22.051310
C  1.523850  23.903130  26.086500
N  0.674870  23.223330  25.069560
O  -0.534000  23.115630  25.215040
O  1.246040  22.797810  24.036160
H  1.474730  23.347770  27.023120
H  1.009640  24.852270  26.237550
H  2.539670  24.004250  25.704440
O  -3.348090  28.483030  20.892560
S  -2.753740  29.511350  21.704630
O  -1.716970  29.124420  22.568880
O  -2.327870  30.791140  20.788200
C  -3.265890  31.826770  20.893900
C  -4.566320  31.364500  21.629800
O  -3.848310  30.459430  22.490670
H  -2.879090  32.614930  21.539890
H  -3.425510  32.184710  19.876800
H  -5.239490  30.829630  20.959830
H  -5.143840  32.106050  22.181770
O  -1.972120  20.729520  14.777850
S  -2.561060  20.604180  16.084600
O  -3.691670  21.436780  16.427200
O  -2.857980  19.009080  16.496720
C  -2.738620  18.775940  17.862590
C  -1.818950  19.843600  18.369550
O  -1.448350  20.663880  17.295560
H  -3.677480  18.651560  18.402190
H  -2.211020  17.828990  17.976730
H  -0.879850  19.520940  18.819070
H  -2.328510  20.517100  19.058640
O  7.412110  25.817290  31.262680
S  6.951620  24.682390  32.082010
O  6.697890  24.864080  33.496730
O  5.712910  23.951010  31.270130
C  5.661390  22.531570  31.576340
C  7.117910  22.131760  31.404600
O  7.879320  23.310610  31.749010
H  5.442970  22.300390  32.618900
H  4.929190  21.993190  30.974560
H  7.387830  21.781360  30.408380
H  7.302390  21.318800  32.106860

Force components x, y, z for each atom (eV/Å):
-0.7 0.7 -0.2
-1.4 -0.8 0.1
0.6 -0.7 0.2
0.6 0.7 -0.2
0.4 0.1 0.3
0.2 -0.1 -0.2
0.1 0.1 0.0
-0.6 -0.5 -0.1
2.1 1.0 0.1
0.3 0.0 0.5
-2.2 0.0 -0.8
0.0 -0.6 0.1
1.0 -0.4 -0.2
-0.7 0.4 0.4
0.4 1.6 -0.3
1.0 -0.5 -1.0
-0.3 -0.8 -0.6
-1.3 -0.3 0.9
0.1 0.0 0.7
-0.1 0.3 0.3
0.2 -0.3 0.0
-0.6 -1.1 -0.8
2.3 1.8 0.6
-0.3 -0.3 0.1
-0.9 -0.7 -0.2
-0.1 -0.2 0.1
-0.8 0.1 0.4
0.4 0.6 -0.2
0.3 1.3 1.2
1.9 -1.4 -2.0
-1.8 0.3 -0.4
-0.2 -0.2 1.8
-0.1 0.1 -0.3
0.3 0.0 -0.5
-0.4 0.0 0.2
1.0 -0.8 -0.9
0.2 -2.1 2.8
-1.8 2.1 -2.1
0.7 0.6 -0.3
-0.4 -0.1 -0.1
0.2 -0.1 0.5
0.1 0.4 0.1
-0.6 0.3 0.1
0.1 -1.5 -2.8
1.1 0.4 0.7
-0.6 0.9 2.1
0.0 -0.1 -0.2
0.3 0.1 0.1
-0.3 -0.1 0.0
0.0 1.4 0.6
-1.9 1.3 -1.3
0.5 0.4 0.8
0.2 -1.8 0.4
-1.4 2.2 -0.4
2.1 -1.3 -1.5
-0.5 -2.1 1.3
0.4 0.1 -0.3
-0.1 0.2 0.2
0.0 -0.2 0.1
0.6 0.0 0.2
-0.5 -0.6 1.9
-0.1 -0.6 1.4
1.2 -1.1 -0.2
-0.8 1.3 -2.5
0.8 -1.5 0.5
0.1 1.7 1.6
0.0 1.1 -2.6
-0.2 0.6 -0.3
-0.2 -0.2 -0.3
-0.2 -0.3 0.0
0.0 -0.3 0.4
-1.0 -2.9 2.1
0.3 -0.5 -2.3
0.4 -0.7 -2.1
-0.8 0.7 1.1
0.9 0.5 0.4
-0.1 -0.1 0.1
0.1 1.1 0.9
-0.5 0.7 0.2
0.2 0.5 -0.4
0.1 0.4 -0.1
0.5 0.2 0.1

Here are the Mulliken charges for atoms 1 to 6, given in e: atom 1 (C): -0.7159, atom 2 (N): 0.8748, atom 3 (O): -0.5129, atom 4 (O): -0.5208, atom 5 (H): 0.2691, atom 6 (H): 0.2999

=====

This record from the OMol25 dataset describes a cluster of 2 separate species, C13H34BIN4 in total in a non-equilibrium geometry. The level of theory is the ωB97M-V functional and the def2-TZVPD basis.

Its frontier orbital gap is 5.935 eV. The spin multiplicity is 1.

CARTESIAN COORDINATES (ANGSTROEM)
N  6.102669  -1.154412  2.395550
C  5.927356  -0.246002  1.169484
N  7.274386  0.496169  1.040290
N  5.788139  -1.033869  -0.136028
C  4.772294  0.904423  1.358787
B  3.230025  0.390640  1.111291
I  2.575131  -1.261954  2.394544
H  7.104283  -1.426733  2.525871
H  5.566673  -2.041027  2.166666
H  7.144250  1.427508  0.587687
H  7.718138  0.597548  1.996656
H  5.139788  -1.842870  -0.009912
H  5.459916  -0.392353  -0.911874
H  4.864253  1.506016  2.385790
H  4.985613  1.724677  0.518153
H  3.035749  0.173314  -0.039893
H  2.521928  1.321592  1.374509
C  -2.061811  1.773503  2.032239
C  -1.115687  1.062340  1.079562
C  -1.261527  1.495593  -0.377369
C  -2.577748  1.242473  -1.110558
N  -3.051648  -0.215046  -1.314439
C  -3.730658  -0.837612  -0.091360
C  -5.083809  -0.156354  0.000499
C  -5.497145  0.129453  -1.431175
C  -4.277868  -0.147356  -2.295781
C  -1.990691  -1.122176  -1.978934
C  -1.011925  -1.843779  -1.043770
C  0.431407  -1.360556  -1.134444
H  -3.106144  1.660916  1.734300
H  -1.955228  1.360246  3.040734
H  -1.830593  2.842024  2.081573
H  -1.223962  -0.017004  1.186866
H  -0.089037  1.281897  1.399173
H  -0.440704  1.091145  -0.971767
H  -1.094931  2.582347  -0.403260
H  -2.458512  1.656368  -2.120675
H  -3.388879  1.800440  -0.633539
H  -3.852038  -1.908525  -0.293066
H  -3.129504  -0.696553  0.803432
H  -5.010555  0.782198  0.561822
H  -5.816406  -0.778084  0.524280
H  -5.832446  1.166396  -1.540221
H  -6.332400  -0.510348  -1.736212
H  -4.092145  0.608126  -3.064633
H  -4.389396  -1.127728  -2.772463
H  -1.495773  -0.526751  -2.753201
H  -2.551483  -1.913583  -2.491084
H  -0.992101  -2.894164  -1.367273
H  -1.337599  -1.876525  -0.002613
H  0.660130  -0.916930  -2.108180
H  1.119587  -2.197834  -0.977613
H  0.658637  -0.631225  -0.358423

Force components x, y, z for each atom (eV/Å):
-0.6 -0.5 -2.0
1.3 1.6 0.2
-0.4 -0.3 0.9
-0.5 0.6 0.8
0.7 0.2 0.1
1.0 1.9 -0.4
-0.5 -0.9 0.5
-1.1 0.3 -0.7
0.9 1.4 0.7
0.1 -1.1 0.9
-1.0 0.2 -1.6
0.4 1.3 -0.2
0.2 -1.2 1.5
0.2 -1.6 -2.0
-0.4 -1.6 1.5
-0.1 -0.7 -0.6
-0.5 0.3 0.3
0.0 0.0 0.2
0.2 0.0 0.1
0.3 -0.2 0.0
0.1 0.1 0.0
-0.8 -0.1 -1.0
0.3 0.1 -0.1
-0.1 0.2 0.6
-0.6 0.5 -0.4
0.5 -0.1 0.2
-0.5 -0.3 0.5
0.5 -0.4 -0.4
0.3 0.1 0.3
-0.1 0.0 0.0
-0.1 0.1 -0.1
-0.1 -0.1 0.0
0.1 -0.1 0.0
-0.1 -0.2 -0.2
0.0 -0.1 0.0
-0.3 -0.1 -0.2
-0.1 -0.3 0.2
-0.1 -0.4 0.0
0.2 0.2 -0.1
0.1 -0.1 -0.2
0.0 -0.2 0.0
0.3 0.0 0.0
0.0 -0.2 0.0
0.2 0.1 0.0
0.1 -0.2 0.2
0.4 0.2 0.2
0.0 0.0 0.3
-0.2 0.5 0.1
-0.3 0.2 0.1
-0.1 0.1 -0.1
0.0 -0.1 0.0
-0.1 0.2 0.0
0.2 0.0 -0.1

Here are the natural (NBO) charges for atoms 1 to 6, given in e: atom 1 (N): -0.8670, atom 2 (C): 0.4393, atom 3 (N): -0.8876, atom 4 (N): -0.8838, atom 5 (C): -0.6747, atom 6 (B): -0.2755

=====

This record from the OMol25 dataset describes a structure of composition C13H34ClIN3OP2Ru in a non-equilibrium geometry. The level of theory is the ωB97M-V functional and the def2-TZVPD basis.

As for the expectation value of S²: 8.77. Its charge is +2. Its frontier orbital gap (alpha / beta) is 6.842 / 6.364 eV. The spin multiplicity is 6.

CARTESIAN COORDINATES (ANGSTROEM)
C  0.311198  -0.164214  -5.852205
C  0.218525  0.283008  -4.439811
H  0.286549  0.686252  -6.540009
H  -0.525925  -0.840746  -6.079348
H  1.255339  -0.700788  -5.998769
O  -0.020035  1.374884  -3.993326
I  0.585428  -1.524893  -3.046146
Ru  0.094688  -0.572683  -0.788192
P  2.059786  0.619820  -0.974194
C  2.229753  1.794547  0.407831
C  3.543196  -0.458380  -0.888383
H  4.403089  0.090706  -1.295790
H  3.340029  2.347902  -2.047153
H  3.388803  -1.353698  -1.503444
H  2.886871  1.089675  -3.233305
H  1.659054  1.470054  1.284696
H  3.759234  -0.776699  0.138242
C  2.534211  1.674458  -2.378747
H  3.288590  1.913673  0.679488
H  1.661740  2.257990  -2.678602
H  1.827258  2.763632  0.084111
P  -2.022866  0.021015  -1.273344
C  -2.490096  1.708230  -0.726117
C  -2.810385  -0.013455  -2.924393
H  -2.710834  -2.167327  -0.563363
H  -4.115551  -1.051668  -0.614964
H  -2.952761  -1.023959  0.746439
C  -3.064891  -1.155748  -0.334218
H  -2.772821  -1.021306  -3.350268
H  -3.858484  0.302775  -2.819846
H  -3.305667  2.092040  -1.355440
H  -1.619991  2.373251  -0.819178
H  -2.295160  0.695594  -3.581686
H  -2.829041  1.722988  0.319478
Cl  -0.327867  -2.851998  -0.267396
C  -2.252272  0.679598  3.275467
N  -1.095580  -0.181317  3.474580
C  -1.157485  -1.093196  4.604262
C  -0.212821  -0.395973  2.459878
N  -0.436751  0.077905  1.239024
N  0.947193  -1.042226  2.763684
C  1.593930  -0.915244  4.070695
C  1.858606  -1.349531  1.680989
H  -2.760053  0.726878  4.238896
H  -2.965463  0.277280  2.535964
H  -1.942305  1.699269  2.991693
H  -0.939323  -2.131414  4.312678
H  -0.491430  -0.769435  5.414477
H  -2.176527  -1.035287  4.990721
H  -1.141752  0.815441  1.250262
H  1.482863  -1.839792  4.650552
H  2.672087  -0.759858  3.934026
H  1.202725  -0.062189  4.637462
H  1.280512  -1.236540  0.710230
H  2.726775  -0.671218  1.731748
H  2.196097  -2.398089  1.740078

Force components x, y, z for each atom (eV/Å):
0.2 -0.2 -0.4
-0.5 3.0 0.5
-0.1 0.0 0.3
0.3 0.1 0.1
-0.2 -0.1 0.1
0.6 -3.2 -0.7
0.6 -1.3 -4.2
-0.4 -0.7 3.0
3.3 1.5 0.3
0.0 0.2 0.4
0.1 -0.2 0.0
-0.2 -0.1 0.2
-0.2 -0.3 -0.1
0.1 0.2 0.1
-0.1 0.0 0.2
0.2 0.1 -0.3
0.0 0.1 -0.5
-0.4 0.2 -0.2
-0.3 0.1 -0.1
0.3 0.1 -0.1
0.1 -0.2 0.1
-4.4 1.0 -0.6
0.1 0.3 0.2
0.3 0.0 -0.2
-0.3 0.3 0.0
0.1 0.1 0.0
0.0 0.1 -0.3
-0.1 -0.2 0.0
0.0 0.2 0.0
0.3 -0.2 0.0
0.3 -0.1 0.2
-0.3 0.0 0.0
-0.2 -0.2 0.1
0.1 -0.1 -0.3
0.4 -0.3 0.1
-0.1 0.2 0.0
0.6 -0.2 -1.0
-0.2 -0.2 0.8
0.0 0.3 1.5
-0.2 0.9 -0.2
-0.4 0.4 -0.7
0.2 -0.2 0.5
-0.2 -0.2 -0.3
0.0 0.3 -0.3
0.2 0.1 0.2
-0.2 -0.3 0.1
0.0 0.4 0.1
-0.3 -0.3 -0.2
0.2 -0.3 0.0
0.1 -0.5 0.2
0.0 0.3 0.0
-0.3 0.0 -0.2
0.1 -0.3 -0.3
1.5 -0.4 1.6
-0.4 -0.3 -0.1
-0.1 0.4 -0.1

Here are the natural (NBO) charges for atoms 1 to 6, given in e: atom 1 (C): -0.7656, atom 2 (C): 0.5991, atom 3 (H): 0.2830, atom 4 (H): 0.2872, atom 5 (H): 0.2782, atom 6 (O): -0.4845